Entry 1:
C39H46KN7O2S3 as an isolated structure, computed with ωB97M-V/def2-TZVPD.

Results
Total charge: -2
Strongest force on any atom: 0.0193 Eh/bohr
E_HOMO: -2.998 eV
Electronic energy: -104551.0807 eV
Energy relative to the best compared isomer or geometry (same formula, charge and spin): 77.4 kJ/mol
HOMO-LUMO gap: 6.903 eV

```
98
Properties=species:S:1:pos:R:3:forces:R:3:mulliken_charge:R:1
K -0.40506 -0.71315 0.79030 -0.85 -0.44 -0.26 0.735
C -3.26926 0.97316 3.26631 0.05 0.00 0.04 -1.486
C -2.81794 1.28577 1.84218 0.18 0.15 -0.07 3.324
C -3.93552 1.00204 0.84034 -0.06 0.10 -0.02 -1.208
C -2.27036 2.69592 1.74222 0.08 0.06 -0.01 0.328
C -3.16186 3.75806 1.81559 -0.01 0.00 0.01 -0.174
C -2.73117 5.07094 1.74983 -0.10 0.03 0.01 -1.708
C -1.38009 5.31858 1.58942 0.08 0.05 0.01 -0.214
C -0.45247 4.28816 1.50874 -0.04 0.01 0.01 1.308
C 1.00230 4.64845 1.27727 0.02 -0.07 -0.05 0.833
C 1.17698 5.46726 -0.00377 0.01 0.01 -0.04 -1.560
C 1.59333 5.38121 2.47947 0.04 0.03 0.03 -1.583
C -0.88478 2.94597 1.60789 0.02 -0.04 -0.09 -1.474
N 0.02379 1.88485 1.44403 -0.19 0.03 0.21 0.204
C 0.98360 1.76357 2.34864 0.41 -0.12 -0.26 -0.051
O 1.15343 2.38553 3.41367 -0.07 0.10 0.08 -0.797
C 2.07829 0.72831 2.00011 0.03 0.13 0.13 0.435
C 3.20934 0.64057 2.80617 -0.12 0.06 -0.02 -0.682
C 4.17278 -0.30175 2.48517 0.09 0.01 0.07 -0.406
C 3.97797 -1.15117 1.40919 -0.06 -0.08 -0.11 -0.630
C 2.81078 -1.01539 0.66412 0.05 -0.07 -0.10 0.455
N 1.92404 -0.06915 0.94714 0.33 0.24 0.02 -0.359
C 2.51296 -2.00041 -0.48299 0.19 0.35 0.29 -0.433
O 3.41552 -2.82424 -0.72599 -0.04 -0.15 -0.17 -0.811
N 1.32706 -1.85193 -1.05441 -0.04 -0.16 0.11 0.606
C 1.01769 -2.71079 -2.12029 0.02 0.05 -0.05 -0.792
C -0.07346 -3.60145 -2.01288 0.03 0.04 -0.04 0.696
C -0.42669 -4.39845 -3.09322 -0.02 -0.01 0.00 -0.563
C 0.26666 -4.33824 -4.28972 -0.04 -0.08 -0.06 -1.512
C 1.32128 -3.44922 -4.40512 0.06 0.05 0.01 -0.370
C 1.70542 -2.63183 -3.34968 -0.02 -0.04 -0.02 0.834
C 2.83087 -1.64048 -3.56497 -0.01 0.02 0.06 0.592
C 2.49290 -0.65623 -4.68509 0.00 0.04 -0.04 -1.484
C 4.15725 -2.35093 -3.83006 0.01 0.01 -0.01 -1.589
C -0.87064 -3.69895 -0.73023 0.24 0.14 -0.01 2.495
C -0.67345 -5.03268 -0.01650 0.03 -0.03 -0.04 -1.923
C -2.35068 -3.40347 -0.93435 -0.08 -0.01 -0.06 -0.946
H -3.61349 -0.05780 3.34380 -0.02 -0.04 0.01 0.164
H -4.08465 1.64166 3.55390 -0.04 0.01 0.01 0.381
H -2.45033 1.11561 3.97224 0.02 0.00 0.00 0.349
H -1.98268 0.63674 1.60339 -0.26 0.09 0.24 -1.725
H -4.84126 1.56436 1.08445 0.00 0.01 0.02 0.330
H -4.19460 -0.05621 0.86398 0.00 -0.04 -0.03 -0.017
H -3.64872 1.28316 -0.17547 0.03 -0.01 -0.02 0.448
H -4.21891 3.54591 1.93024 -0.03 0.01 0.00 0.365
H -3.43970 5.88904 1.81146 0.00 0.00 0.00 0.344
H -1.03131 6.34420 1.51964 -0.01 0.01 0.00 0.265
H 1.55427 3.71880 1.14185 0.00 0.04 0.01 0.108
H 0.68412 6.43979 0.06899 -0.02 0.02 0.02 0.294
H 0.75488 4.94336 -0.86247 0.00 -0.02 -0.02 0.337
H 2.23679 5.64846 -0.20168 0.02 -0.01 0.01 0.448
H 1.06473 6.32178 2.66040 -0.02 0.02 -0.01 0.328
H 2.64660 5.62041 2.30486 0.02 -0.01 0.00 0.427
H 1.51717 4.75316 3.36491 -0.01 -0.01 0.02 0.350
H 3.28387 1.30421 3.65535 0.03 0.00 0.01 0.497
H 5.07008 -0.38731 3.08930 -0.01 0.00 -0.01 0.384
H 4.67670 -1.92601 1.12957 0.02 0.00 0.01 0.478
H -1.26319 -5.08163 -2.98797 -0.01 -0.02 -0.02 0.340
H -0.01662 -4.96865 -5.12519 0.00 0.00 0.01 0.344
H 1.86204 -3.38044 -5.34342 0.00 -0.02 -0.02 0.272
H 2.93811 -1.06442 -2.64664 0.01 0.00 -0.04 0.177
H 2.39443 -1.16314 -5.64849 0.00 -0.03 -0.02 0.286
H 3.28130 0.09424 -4.78541 0.01 0.01 0.00 0.433
H 1.55467 -0.13804 -4.48208 -0.02 0.01 0.02 0.319
H 4.10145 -2.95857 -4.73768 -0.01 -0.02 -0.03 0.311
H 4.40287 -2.99240 -2.98566 0.00 -0.02 0.02 0.350
H 4.96286 -1.62428 -3.96652 0.02 0.02 0.01 0.429
H -0.45907 -2.92836 -0.08364 -0.03 -0.24 0.07 -0.726
H -1.04417 -5.85966 -0.62850 -0.02 -0.01 -0.02 0.365
H -1.20711 -5.03228 0.93443 -0.02 0.00 0.05 0.351
H 0.38463 -5.20827 0.17807 0.04 -0.01 0.01 0.452
H -2.84703 -4.20331 -1.49205 0.02 -0.02 -0.03 0.141
H -2.49222 -2.47920 -1.50375 0.00 0.02 0.01 0.306
H -2.85127 -3.29955 0.02828 0.01 0.00 0.03 -0.114
N -2.52839 0.47326 -2.57570 0.06 -0.05 -0.04 -0.407
N -1.18834 0.91569 -2.31995 -0.07 0.00 0.15 -0.567
H -2.84694 -0.19985 -1.88272 0.02 0.01 -0.01 0.109
H -2.51076 -0.00193 -3.46936 -0.03 0.01 0.02 0.319
H -0.59718 0.16536 -1.97326 0.13 -0.03 -0.06 0.267
H -1.22768 1.63777 -1.60916 0.03 0.00 -0.03 0.316
S -7.37688 -3.98659 3.53561 0.05 0.07 -0.01 -0.426
C -5.88763 -3.36027 3.07996 -0.13 -0.30 0.06 0.279
S -4.44462 -3.61524 4.01321 -0.29 0.05 -0.01 -0.201
C -3.48368 -2.78389 2.81564 0.62 0.17 -0.29 0.092
N -4.19297 -2.37036 1.80373 0.02 0.03 0.19 -0.407
N -5.53510 -2.68208 1.97284 0.00 0.01 0.12 0.352
C -6.37477 -2.26299 0.90475 -0.06 -0.01 0.05 0.094
C -7.68390 -1.85882 1.13172 0.04 0.03 -0.02 -0.487
C -8.45350 -1.42218 0.06433 0.00 -0.01 0.03 -0.650
C -7.92732 -1.38100 -1.21732 -0.06 0.02 -0.04 -0.485
C -6.61530 -1.77505 -1.42957 0.08 -0.02 -0.03 -0.590
C -5.83335 -2.21498 -0.37535 -0.05 -0.01 -0.01 0.248
S -1.80168 -2.58219 3.02038 -0.18 -0.13 0.05 -0.321
H -8.08614 -1.88690 2.13124 -0.01 0.00 0.00 0.354
H -9.47139 -1.10369 0.24858 -0.03 0.01 -0.02 0.354
H -8.53046 -1.03303 -2.04611 -0.02 0.01 0.00 0.371
H -6.18378 -1.73695 -2.42143 -0.02 0.02 -0.03 0.394
H -4.80580 -2.50690 -0.53031 -0.02 -0.02 0.02 0.310
```
Positions in Å, forces in eV/Å.

Entry 2:
C39H46NiOP2 as an isolated structure, computed with ωB97M-V/def2-TZVPD.

Results
Total charge: 0
Expectation value of S²: 2.011
Strongest force on any atom: 0.0311 Eh/bohr
E_HOMO (alpha / beta): -6.871 / -7.545 eV
2S+1: 3
Electronic energy: -102850.4277 eV
HOMO-LUMO gap (alpha / beta): 7.290 / 7.972 eV

```
89
Properties=species:S:1:pos:R:3:forces:R:3:lowdin_spin:R:1
Ni 0.34801 -0.41860 -2.63941 0.49 -0.02 0.53 0.957
C -1.50151 -0.02679 0.90781 -0.57 0.36 0.15 0.083
C -1.42529 -0.48556 -0.48787 -0.02 -0.61 -0.28 0.603
C -2.16438 0.24976 -1.50610 -0.30 0.19 -0.67 0.090
C -1.28965 1.38109 -2.14154 -0.56 0.10 -0.18 0.062
C -0.30435 2.10088 -1.23931 0.46 0.26 -0.02 0.014
C -0.56088 2.55622 -0.00902 0.01 0.19 -0.97 0.000
C -1.93061 2.50938 0.58823 -0.56 0.50 0.54 0.000
C -2.43964 1.18445 1.17613 -0.13 -0.73 0.07 0.001
C 1.77008 -0.29712 -1.24521 0.25 -0.36 -0.20 0.046
H -1.98067 -0.91812 1.34249 0.34 0.34 0.54 0.021
H -1.03752 -1.49256 -0.68972 -0.11 0.52 0.22 0.024
H -3.04287 0.71550 -1.04337 0.09 -0.05 -0.35 0.014
H -2.54808 -0.44716 -2.27360 0.17 0.46 0.00 0.004
H -0.77110 0.96323 -3.06640 -0.30 0.77 0.36 0.003
H -2.00218 2.14257 -2.50785 0.32 -0.29 -0.43 0.005
H 0.67104 2.26751 -1.70926 -0.33 -0.05 0.42 0.001
H 0.17922 3.12126 0.57032 -0.05 -0.44 -0.46 0.000
H -2.67050 2.83350 -0.15552 0.20 0.21 0.07 0.001
H -1.93624 3.24544 1.41508 -0.21 -0.17 -0.53 0.000
H -2.57761 1.34945 2.25783 0.13 -0.24 -0.70 0.000
H -3.44575 0.90115 0.80278 0.42 0.37 0.19 0.000
H 1.51061 -0.87161 -0.32769 0.18 0.19 -0.69 0.005
H 2.04131 0.71977 -0.90129 -0.10 -0.49 -0.37 0.004
H 2.63641 -0.75811 -1.77186 -0.17 0.22 0.60 0.018
P 0.02802 -2.11410 -9.05465 0.41 -0.65 -0.02 0.000
P 1.89606 0.40227 -9.40035 0.90 -0.07 -0.34 0.000
C -0.66332 -0.55492 -9.67086 0.55 1.33 0.00 0.000
C 0.15892 0.50979 -9.88795 -1.17 -1.09 0.00 0.000
C -0.72318 -3.31606 -10.24010 -0.04 -0.08 -0.09 0.000
C -1.86548 -3.03970 -11.00894 0.22 -0.55 0.08 0.000
C -2.39335 -4.02632 -11.85017 -0.07 0.33 0.04 0.000
C -1.77231 -5.26631 -11.96039 0.24 -0.16 0.15 0.000
C -0.59267 -5.52802 -11.24832 -0.20 0.25 0.04 0.000
C -0.06298 -4.55572 -10.39831 -0.44 0.27 -0.01 0.000
C -0.94329 -2.32335 -7.50973 -0.32 0.12 0.06 0.000
C -0.63838 -1.45386 -6.44370 -0.41 -0.31 -0.25 0.000
C -1.39270 -1.50845 -5.27491 0.19 -0.05 0.21 0.001
C -2.41764 -2.44374 -5.12228 -0.22 -0.16 -0.26 0.000
C -2.71088 -3.31630 -6.17962 0.27 0.22 0.19 0.000
C -1.96484 -3.26588 -7.36285 -0.16 0.25 0.40 0.000
C 2.63673 1.08365 -10.96981 -0.07 0.26 -0.03 0.000
C 2.56294 0.28256 -12.13046 0.00 0.35 0.17 0.000
C 3.00470 0.78052 -13.35762 0.12 0.33 0.21 0.000
C 3.52850 2.08188 -13.43898 -0.14 -0.29 0.26 0.000
C 3.62747 2.86524 -12.28718 0.10 -0.11 -0.05 0.000
C 3.20467 2.36490 -11.05251 -0.19 -0.21 -0.23 0.000
C 2.02678 1.81735 -8.24494 0.02 0.17 0.06 0.000
C 3.19618 1.90384 -7.46607 -0.28 0.31 -0.14 0.000
C 3.41310 3.01584 -6.65129 -0.26 0.12 -0.04 0.000
C 2.45314 4.03816 -6.58923 0.12 -0.20 -0.06 0.000
C 1.27240 3.92705 -7.32757 -0.06 -0.10 0.11 0.000
C 1.04396 2.80836 -8.13359 0.50 0.21 0.20 0.000
H -1.74765 -0.49798 -9.81273 0.33 0.23 -0.23 0.000
H -0.18754 1.43299 -10.36725 -0.17 -0.31 0.23 0.000
H -2.34616 -2.06334 -10.95095 0.04 -0.37 0.00 0.000
H -3.30626 -3.80749 -12.41330 0.36 -0.15 0.15 0.000
H -2.20244 -6.04043 -12.60002 0.16 0.27 0.16 0.000
H -0.09131 -6.49059 -11.34568 -0.14 0.23 -0.02 0.000
H 0.85980 -4.74988 -9.84219 -0.34 0.08 -0.17 0.000
H 0.16068 -0.72434 -6.56314 -0.11 -0.07 0.10 0.000
H -1.18281 -0.80360 -4.45692 -0.08 -0.18 -0.28 -0.001
H -3.00684 -2.48591 -4.19658 0.31 0.05 -0.44 0.000
H -3.53386 -4.02401 -6.08634 0.23 0.11 0.00 0.000
H -2.20203 -3.94139 -8.18103 0.02 0.11 0.12 0.000
H 2.12995 -0.72212 -12.07279 0.16 0.34 0.00 0.000
H 2.94214 0.16420 -14.25610 0.00 0.16 0.27 0.000
H 3.86099 2.47413 -14.39870 -0.07 -0.08 0.21 0.000
H 4.03755 3.87824 -12.34427 -0.12 -0.38 -0.01 0.000
H 3.29146 2.98812 -10.15882 -0.07 -0.20 -0.29 0.000
H 3.93823 1.10464 -7.51742 -0.18 0.22 -0.01 0.000
H 4.32952 3.08813 -6.06323 -0.28 -0.02 -0.15 0.000
H 2.62476 4.91309 -5.95277 -0.07 -0.36 -0.28 0.000
H 0.51408 4.71209 -7.27772 0.25 -0.23 0.05 0.000
H 0.11202 2.71836 -8.68518 0.20 0.12 0.09 0.000
C 1.11934 -0.90566 2.94977 0.26 -0.17 0.11 0.000
C -0.01227 0.10316 2.81318 0.03 -0.13 -0.35 0.002
C -1.27407 -0.46273 3.47695 0.19 0.07 0.60 0.005
C 0.35641 1.46552 3.42092 -0.46 0.10 0.40 0.001
O -0.20111 0.25507 1.38455 -0.24 -0.45 0.76 0.033
H 1.44331 -0.98279 3.99152 0.04 0.00 -0.05 0.000
H 1.98454 -0.64905 2.32083 -0.32 0.07 0.19 0.000
H 0.75847 -1.89261 2.64073 0.11 0.11 -0.04 0.000
H -1.05908 -0.57910 4.55134 -0.16 -0.14 -0.33 0.001
H -2.11500 0.24102 3.36362 0.46 -0.71 0.44 0.000
H -1.54292 -1.43281 3.01932 0.19 0.41 0.70 0.002
H 1.02519 2.06886 2.78854 -0.12 -0.46 0.14 0.000
H -0.56658 2.05524 3.59809 0.45 -0.18 -0.14 0.000
H 0.82348 1.29648 4.40870 -0.12 0.21 -0.42 0.000
```
Positions in Å, forces in eV/Å.

- What is the electronic energy in the first record?
  -104551.0807 eV